DFT (ωB97M-V/def2-TZVPD) results for a single C18H20BrClN2O4S molecule in a non-equilibrium geometry.

```
47
Properties=species:S:1:pos:R:3:forces:R:3
C -1.52714 1.51884 2.91591 -0.237 0.041 -0.080
H -1.78905 0.92026 3.78319 0.043 -0.058 0.101
H -0.67693 1.05573 2.42141 0.096 -0.012 0.016
H -1.23650 2.50866 3.25932 0.074 0.093 0.081
C -2.70515 1.64504 1.94843 0.441 0.486 0.142
N -3.04918 0.42840 1.25874 0.157 -0.035 -1.042
S -2.41248 0.14996 -0.23651 -0.084 -0.037 0.338
O -3.27144 -0.76820 -0.92275 0.043 -0.218 0.305
O -2.12374 1.42071 -0.84077 0.190 0.058 0.293
C -0.84326 -0.66924 0.06529 -0.405 0.286 -0.202
C 0.29499 0.10448 0.11346 0.159 0.031 0.066
C 1.53741 -0.50511 0.27884 -0.293 -0.267 0.038
C 1.60141 -1.88462 0.46144 0.178 -0.024 0.003
C 0.44231 -2.64099 0.42283 -0.196 0.145 -0.027
C -0.78878 -2.04197 0.20613 -0.100 -0.187 -0.035
H -1.69669 -2.61668 0.12049 -0.080 -0.151 -0.006
H 0.50641 -3.71121 0.54482 0.001 -0.099 0.002
H 2.56003 -2.35857 0.59574 0.005 0.001 0.032
N 2.67749 0.29606 0.15394 -0.028 0.406 0.406
C 3.92197 -0.14301 -0.22202 0.007 0.421 -0.053
O 4.38318 -1.21786 0.06607 0.157 -0.167 0.003
C 4.68527 0.87190 -1.07750 0.418 -0.153 0.133
H 5.46516 0.33194 -1.62484 -0.234 0.052 0.142
H 5.17310 1.60586 -0.42626 -0.054 -0.121 -0.031
O 3.86556 1.64424 -1.94542 -0.119 -0.005 -0.261
C 2.71798 1.10500 -2.47000 -0.395 -0.011 -0.226
C 1.60249 1.94873 -2.45782 0.329 -0.127 -0.067
C 0.34656 1.50710 -2.81566 -0.049 -0.171 -0.081
C 0.17600 0.17869 -3.18419 0.357 0.151 0.001
C 1.27950 -0.64914 -3.30818 -0.252 0.106 0.021
C 2.54348 -0.18286 -2.97897 0.347 0.068 0.012
Br 3.99768 -1.37018 -3.28473 -0.111 0.138 -0.055
H 1.15829 -1.66222 -3.65623 -0.006 -0.103 -0.007
Cl -1.40881 -0.44668 -3.43064 0.001 -0.101 -0.321
H -0.50833 2.15928 -2.74636 -0.087 0.055 0.011
H 1.75407 2.96514 -2.12666 0.002 0.117 0.078
H 2.47086 1.26969 -0.03160 0.123 -0.224 -0.120
H 0.20362 1.16963 -0.03322 0.097 0.129 -0.045
C -3.89968 -0.56898 1.85644 -0.174 -0.616 0.103
C -3.21368 -1.45291 2.89856 -0.150 0.181 -0.097
H -3.85892 -2.29492 3.13599 -0.043 -0.110 0.076
H -3.02130 -0.90409 3.81618 0.059 -0.006 0.112
H -2.26997 -1.83277 2.51517 0.077 -0.063 0.015
H -4.25028 -1.18386 1.02580 -0.191 0.006 0.238
H -4.76638 -0.07084 2.30574 0.048 0.012 -0.134
H -2.45755 2.36567 1.16631 -0.119 0.126 0.256
H -3.58959 2.00590 2.48410 -0.004 -0.041 -0.136
```
Forces are in eV/Å.

* SMILES string: CCN(CC)S(=O)(=O)c1cccc(NC(=O)COc2ccc(Cl)cc2Br)c1
* charge: 0
* electronic energy: -123560.600 eV

DFT (ωB97M-V/def2-TZVPD) results for a single C6H12O molecule.

```
19
Properties=species:S:1:pos:R:3:forces:R:3
C -0.30717 -1.33311 2.36525 -0.008 -0.065 0.059
C -0.76002 -0.33616 1.30454 0.020 0.073 0.010
C -0.60796 -0.87165 -0.12954 -0.277 0.075 0.007
C -0.44473 0.29486 -1.12482 0.207 -0.003 0.097
C 0.95120 0.78119 -1.07894 -0.240 0.222 -0.247
C 1.23143 1.97417 -1.88831 0.026 -0.090 -0.048
O 0.51228 -1.71522 -0.27550 0.172 0.045 0.036
H -0.46251 -0.93239 3.37230 -0.005 -0.056 -0.138
H 0.75581 -1.55509 2.24130 -0.161 0.008 0.060
H -0.84640 -2.28260 2.28265 0.033 0.124 0.016
H -0.16605 0.58438 1.40614 -0.040 -0.131 -0.023
H -1.80886 -0.04959 1.46436 0.148 -0.015 -0.041
H -1.48145 -1.48207 -0.38834 0.091 0.094 0.049
H -1.20008 1.09277 -1.01068 0.156 -0.083 -0.032
H -0.56846 -0.07937 -2.15868 0.082 0.013 0.076
H 0.56456 2.17954 -2.73887 -0.001 -0.009 0.124
H 2.28311 2.03756 -2.18409 -0.166 0.038 0.023
H 1.08849 2.78532 -1.15078 0.001 -0.056 0.007
H 1.26682 -1.09253 -0.30801 -0.039 -0.185 -0.034
```
Forces are in eV/Å.

* charge: 0
* electronic energy: -8460.650 eV

Values for orbital gap, eV, ordered as above
9.12 8.50
Values for energy above the lowest of the compared OMol25 structures with the same formula, charge and spin, eV, ordered as above
0.206 3.704
Values for M, g/mol, ordered as above
475.79 100.16